1) The following is a DFT calculation (ωB97M-V/def2-TZVPD) of an isolated molecule of C4H9NO2.

The value obtained for the LUMO energy is 0.88 eV. Its SMILES is N[C@]1(O)C[C@H]1CO. Its HOMO-LUMO gap is 9.148 eV. The highest occupied orbital energy comes out at -8.27 eV.

Bonds (Å) are listed after each position.
Element x y z (Å)
1 N -1.4410 1.7289 -1.0986  C2 1.404, H8 1.010, H9 1.010
2 C -0.3427 1.1370 -0.4546  N1 1.404, O3 1.387, C4 1.458, C5 1.707
3 O 0.4921 2.0943 0.1038  C2 1.387, H12 0.962
4 C 0.1340 -0.1320 -0.9902  C2 1.458, C5 1.512, H10 1.083, H11 1.084
5 C -0.3536 -0.3239 0.4276  C2 1.707, C4 1.512, C6 1.548, H13 1.086
6 C 0.6461 -1.1854 1.2372  C5 1.548, O7 1.436, H14 1.103, H15 1.102
7 O 0.7130 -2.4455 0.5522  C6 1.436, H16 0.969
8 H -1.6198 2.7105 -0.9385  N1 1.010
9 H -1.6935 1.3908 -2.0164  N1 1.010
10 H -0.4224 -0.5952 -1.7954  C4 1.083
11 H 1.2125 -0.1988 -1.0782  C4 1.084
12 H 0.6941 1.6763 0.9466  O3 0.962
13 H -1.3568 -0.7225 0.5486  C5 1.086
14 H 1.6593 -0.7512 1.2741  C6 1.103
15 H 0.3287 -1.3657 2.2768  C6 1.102
16 H 1.3501 -3.0178 1.0049  O7 0.969

=====

2) The following is a DFT calculation (ωB97M-V/def2-TZVPD) of a cluster of 2 separate species, C4H9NO2 in total.

The value obtained for the LUMO energy is 0.83 eV. Its SMILES is CCC=O.NC=O. Its HOMO-LUMO gap is 10.660 eV. The highest occupied orbital energy comes out at -9.83 eV.

Bonds (Å) are listed after each position.
Element x y z (Å)
1 C 1.6816 -0.8587 0.3994  C2 1.533, H8 1.095, H9 1.093, H10 1.097
2 C 1.2941 0.4452 -0.3085  C1 1.533, C3 1.503, H11 1.095, H12 1.101
3 C 0.7181 0.1884 -1.6727  C2 1.503, O4 1.214, H13 1.110
4 O -0.3860 0.5118 -2.0594  C3 1.214
5 N -2.2680 0.1047 0.0747  C6 1.351, H14 1.020, H15 1.007
6 C -2.0331 0.4390 1.3624  N5 1.351, O7 1.219, H16 1.108
7 O -1.1855 1.2288 1.7423  C6 1.219
8 H 0.7884 -1.4066 0.7165  C1 1.095
9 H 2.2694 -0.6373 1.2939  C1 1.093
10 H 2.2759 -1.5227 -0.2397  C1 1.097
11 H 0.5894 1.0148 0.3059  C2 1.095
12 H 2.1895 1.0634 -0.4782  C2 1.101
13 H 1.3911 -0.3471 -2.3746  C3 1.110
14 H -1.6883 0.4780 -0.6767  N5 1.020
15 H -2.9322 -0.6166 -0.1564  N5 1.007
16 H -2.7043 -0.0852 2.0711  C6 1.108

=====

3) The following is a DFT calculation (ωB97M-V/def2-TZVPD) of an isolated molecule of C4H9NO2.

The value obtained for the LUMO energy is 0.95 eV. Its HOMO-LUMO gap is 7.692 eV. The highest occupied orbital energy comes out at -6.74 eV.

Bonds (Å) are listed after each position.
Element x y z (Å)
1 C 1.6889 -0.5766 0.8963  N5 1.309, H8 1.167, H9 1.039
2 C -1.0028 0.6338 -2.1329  O7 1.439, H10 1.057, H11 1.119, H12 1.100
3 C 0.5276 0.7867 2.3275  N5 1.317, H13 1.108, H14 1.042
4 C -0.8490 -0.9283 -0.5059  O6 1.438, O7 1.355, H15 1.138, H16 1.141
5 N 0.6111 0.0972 1.2084  C1 1.309, C3 1.317, O6 1.349
6 O -0.5287 0.0607 0.4872  C4 1.438, N5 1.349
7 O -0.4320 -0.6335 -1.7613  C2 1.439, C4 1.355
8 H 1.8339 -1.3726 0.0554  C1 1.167
9 H 2.6163 -0.2474 1.2310  C1 1.039
10 H -2.0498 0.6138 -2.2756  C2 1.057
11 H -0.4999 0.7536 -3.1253  C2 1.119
12 H -0.7058 1.2155 -1.2482  C2 1.100
13 H -0.3042 1.4886 2.5347  C3 1.108
14 H 1.4411 0.9110 2.8139  C3 1.042
15 H -1.9811 -0.9198 -0.3944  C4 1.138
16 H -0.3656 -1.8828 -0.1106  C4 1.141

=====

Most stable to least stable, the ends of the list are 2) and 3).

=====

1) The following is a DFT calculation (ωB97M-V/def2-TZVPD) of a cluster of 3 separate species, C4H9NO2 in total.

The value obtained for the LUMO energy is 0.66 eV. Its SMILES is c1cc[nH]c1.O.O. Its HOMO-LUMO gap is 9.025 eV. The highest occupied orbital energy comes out at -8.37 eV.

Bonds (Å) are listed after each position.
Element x y z (Å)
1 C 1.0619 0.2641 1.8378  C2 1.373, C5 1.436, H6 1.075
2 C 0.6048 0.9854 0.7624  C1 1.373, N3 1.366, H7 1.081
3 N 0.9634 0.3470 -0.3904  C2 1.366, C4 1.391, H8 1.019
4 C 1.5961 -0.8537 -0.0856  N3 1.391, C5 1.379, H9 1.075
5 C 1.6198 -0.9401 1.2905  C1 1.436, C4 1.379, H10 1.079
6 H 1.0689 0.6251 2.8509  C1 1.075
7 H 0.2398 1.9849 0.5717  C2 1.081
8 H 0.3747 0.3664 -1.2222  N3 1.019
9 H 2.0908 -1.3596 -0.8954  C4 1.075
10 H 1.9714 -1.8146 1.8163  C5 1.079
11 H -1.9421 -0.6318 0.4397  O13 0.973
12 H -2.7522 -1.4777 -0.5357  O13 0.978
13 O -2.5951 -0.5474 -0.2773  H11 0.973, H12 0.978
14 H -1.4039 1.7574 -2.2717  O16 0.940
15 H -1.7093 0.4518 -1.5964  O16 0.955
16 O -1.1891 0.8429 -2.2947  H14 0.940, H15 0.955

=====

2) The following is a DFT calculation (ωB97M-V/def2-TZVPD) of an isolated molecule of C4H9NO2.

The value obtained for the LUMO energy is 0.78 eV. Its SMILES is CC(=O)NCCO. Its HOMO-LUMO gap is 10.440 eV. The highest occupied orbital energy comes out at -9.66 eV.

Bonds (Å) are listed after each position.
Element x y z (Å)
1 C -0.0890 2.5506 -0.6361  C2 1.508, H8 1.082, H9 1.082, H10 1.083
2 C -0.0360 1.3806 0.3131  C1 1.508, N3 1.371, O7 1.214
3 N -0.3820 0.1640 -0.2164  C2 1.371, C4 1.436, H11 1.007
4 C -0.5995 -0.9875 0.6134  N3 1.436, C5 1.546, H12 1.087, H13 1.098
5 C 0.3077 -2.1874 0.2570  C4 1.546, O6 1.436, H14 1.086, H15 1.087
6 O 1.0496 -2.0176 -0.9606  C5 1.436, H16 0.958
7 O 0.1712 1.5478 1.4972  C2 1.214
8 H 0.4826 3.3514 -0.1868  C1 1.082
9 H 0.3230 2.3695 -1.6201  C1 1.082
10 H -1.1245 2.8408 -0.7620  C1 1.083
11 H -0.8377 0.2462 -1.1110  N3 1.007
12 H -0.4485 -0.6984 1.6500  C4 1.087
13 H -1.6436 -1.3210 0.5541  C4 1.098
14 H -0.1495 -3.1724 0.2218  C5 1.086
15 H 1.0382 -2.2640 1.0583  C5 1.087
16 H 1.9379 -1.8026 -0.6719  O6 0.958

=====

3) The following is a DFT calculation (ωB97M-V/def2-TZVPD) of an isolated molecule of C4H9NO2.

The value obtained for the LUMO energy is 0.72 eV. Its SMILES is C[C@@H](O)[C@H](N)C=O. Its HOMO-LUMO gap is 10.279 eV. The highest occupied orbital energy comes out at -9.56 eV.

Bonds (Å) are listed after each position.
Element x y z (Å)
1 O -0.6663 1.0169 2.1976  C2 1.215
2 C 0.4139 0.6143 1.8132  O1 1.215, C3 1.538, H8 1.108
3 C 0.3023 -0.3704 0.6375  C2 1.538, C4 1.672, N7 1.434, H9 1.105
4 C -0.4160 0.5019 -0.5951  C3 1.672, C5 1.518, O6 1.459, H10 1.099
5 C 0.4271 0.5992 -1.8539  C4 1.518, H11 1.119, H12 1.096, H13 1.104
6 O -1.5687 -0.3377 -0.9026  C4 1.459, H14 0.973
7 N -0.3876 -1.5662 1.0248  C3 1.434, H15 1.031, H16 1.028
8 H 1.3633 0.8766 2.3201  C2 1.108
9 H 1.3653 -0.4841 0.3595  C3 1.105
10 H -0.5432 1.4577 -0.0684  C4 1.099
11 H 0.9931 1.5623 -1.9107  C5 1.119
12 H 1.2389 -0.1089 -1.6502  C5 1.096
13 H -0.1982 0.4477 -2.7513  C5 1.104
14 H -2.1026 0.0740 -0.2007  O6 0.973
15 H -0.4642 -2.0375 0.1109  N7 1.031
16 H 0.2428 -2.2458 1.4693  N7 1.028

=====

Most stable to least stable, the ends of the list are 2) and 3).

=====

1) The following is a DFT calculation (ωB97M-V/def2-TZVPD) of a cluster of 2 separate species, C5H14S in total.

The value obtained for the LUMO energy is 0.87 eV. Its SMILES is CCC.CSC. Its HOMO-LUMO gap is 9.268 eV. The highest occupied orbital energy comes out at -8.40 eV.

Bonds (Å) are listed after each position.
Element x y z (Å)
1 C -1.3047 3.9661 1.7338  S2 1.766, H4 1.069, H5 1.073, H6 1.230
2 S -0.6237 4.2670 0.1320  C1 1.766, C3 1.731
3 C -0.8686 2.7143 -0.5928  S2 1.731, H7 1.123, H8 1.040, H9 1.094
4 H -0.5144 3.9937 2.4531  C1 1.069
5 H -1.8357 3.0424 1.8635  C1 1.073
6 H -2.2732 4.7172 1.8338  C1 1.230
7 H -1.9128 2.3193 -0.7177  C3 1.123
8 H -0.6123 2.9498 -1.5732  C3 1.040
9 H -0.2111 1.9964 -0.0925  C3 1.094
10 C 1.6962 -3.4053 -1.2657  C11 1.505, H13 1.023, H14 1.145, H15 1.026
11 C 0.8296 -2.2587 -0.8202  C10 1.505, C12 1.499, H16 1.112, H17 1.199
12 C 0.3378 -2.4073 0.5877  C11 1.499, H18 1.117, H19 1.263, H20 1.086
13 H 1.2583 -4.3004 -1.0349  C10 1.023
14 H 2.8042 -3.3530 -0.9801  C10 1.145
15 H 1.8115 -3.4197 -2.2847  C10 1.026
16 H -0.0840 -2.3870 -1.4414  C11 1.112
17 H 1.2136 -1.1350 -0.9830  C11 1.199
18 H 0.0203 -1.4001 0.9521  C12 1.117
19 H -0.7136 -3.0343 0.8986  C12 1.263
20 H 0.9826 -2.8653 1.3315  C12 1.086

=====

2) The following is a DFT calculation (ωB97M-V/def2-TZVPD) of a cluster of 2 separate species, C5H14S in total.

The value obtained for the LUMO energy is 0.93 eV. Its SMILES is CCSC.CC. Its HOMO-LUMO gap is 9.494 eV. The highest occupied orbital energy comes out at -8.56 eV.

Bonds (Å) are listed after each position.
Element x y z (Å)
1 C 1.0295 1.4363 -1.0362  C2 1.576, S4 1.919, H5 1.196, H6 1.137
2 C -0.1814 0.5383 -1.4972  C1 1.576, H7 1.129, H8 1.139, H12 1.047
3 C -0.7145 2.4150 1.3457  S4 1.921, H9 1.069, H10 1.074, H11 1.096
4 S 0.7971 2.8485 0.2417  C1 1.919, C3 1.921
5 H 1.9444 0.6790 -0.8919  C1 1.196
6 H 1.3072 1.9857 -1.9924  C1 1.137
7 H -0.2896 -0.4784 -1.0187  C2 1.129
8 H -0.0897 0.3297 -2.6131  C2 1.139
9 H -0.8394 1.4352 0.9362  C3 1.069
10 H -0.3715 2.2968 2.3567  C3 1.074
11 H -1.6288 2.9952 1.1783  C3 1.096
12 H -1.0960 1.0462 -1.4643  C2 1.047
13 C 0.1631 -1.7655 1.1853  C14 1.497, H15 1.064, H16 1.127, H17 1.094
14 C -0.1935 -2.5715 -0.0243  C13 1.497, H18 1.055, H19 1.098, H20 1.100
15 H 1.1022 -1.9805 1.6372  C13 1.064
16 H 0.3933 -0.6653 1.1040  C13 1.127
17 H -0.7004 -1.7506 1.8566  C13 1.094
18 H 0.7206 -2.9020 -0.4337  C14 1.055
19 H -0.7778 -3.4799 0.1739  C14 1.098
20 H -0.5749 -2.4122 -1.0439  C14 1.100

=====

3) The following is a DFT calculation (ωB97M-V/def2-TZVPD) of a cluster of 2 separate species, C5H14S in total.

The value obtained for the LUMO energy is 0.96 eV. Its SMILES is CCSC.CC. Its HOMO-LUMO gap is 9.459 eV. The highest occupied orbital energy comes out at -8.50 eV.

Bonds (Å) are listed after each position.
Element x y z (Å)
1 C -1.1925 -2.1682 -0.9176  C2 1.541, S4 1.852, H5 1.041, H6 1.095
2 C -1.9226 -0.9101 -0.4075  C1 1.541, H7 1.090, H8 1.130, H12 1.083
3 C 1.1843 -1.0458 -1.3478  S4 1.742, H9 1.116, H10 1.159, H11 1.090
4 S 0.5141 -2.1717 -0.1991  C1 1.852, C3 1.742
5 H -1.5030 -3.1175 -0.6240  C1 1.041
6 H -1.1281 -2.2295 -2.0093  C1 1.095
7 H -1.5751 0.0108 -0.8766  C2 1.090
8 H -1.6693 -0.8514 0.6917  C2 1.130
9 H 2.2949 -1.0293 -1.2355  C3 1.116
10 H 0.9978 -1.1058 -2.4906  C3 1.159
11 H 0.9689 0.0218 -1.3806  C3 1.090
12 H -2.9743 -1.1208 -0.5570  C2 1.083
13 C 0.0484 2.0078 1.7332  C14 1.512, H15 1.138, H16 1.077, H17 1.070
14 C 1.3922 1.9032 1.0490  C13 1.512, H18 1.100, H19 1.131, H20 1.094
15 H 0.2932 2.0913 2.8412  C13 1.138
16 H -0.4046 2.9818 1.6619  C13 1.077
17 H -0.5573 1.1658 1.4699  C13 1.070
18 H 1.9991 1.0357 1.3473  C14 1.100
19 H 2.1058 2.7560 1.2559  C14 1.131
20 H 1.1280 1.7759 -0.0045  C14 1.094

=====

Most stable to least stable, the ends of the list are 3) and 2).

=====

1) The following is a DFT calculation (ωB97M-V/def2-TZVPD) of a cluster of 2 separate species, C5H14S in total.

The value obtained for the LUMO energy is 0.96 eV. Its SMILES is CCC.CCS. Its HOMO-LUMO gap is 10.126 eV. The highest occupied orbital energy comes out at -9.17 eV.

Bonds (Å) are listed after each position.
Element x y z (Å)
1 C 3.7067 3.2593 3.5200  C2 1.529, H4 1.131, H5 1.116, H6 1.056
2 C 3.6556 2.4928 2.1979  C1 1.529, S3 1.962, H7 1.132, H8 0.998
3 S 2.3635 1.0254 2.0375  C2 1.962, H9 1.378
4 H 2.7211 3.0702 4.0419  C1 1.131
5 H 3.5727 4.3448 3.2987  C1 1.116
6 H 4.4722 3.1160 4.2325  C1 1.056
7 H 3.1891 3.2841 1.5357  C2 1.132
8 H 4.5457 2.2438 1.8223  C2 0.998
9 H 2.7633 0.2295 3.0892  S3 1.378
10 C -4.9444 -2.9722 -2.4328  C11 1.579, H13 1.151, H14 1.096, H15 1.181
11 C -4.0646 -2.9075 -3.7421  C10 1.579, C12 1.514, H16 1.203, H17 1.046
12 C -2.9265 -1.9113 -3.6797  C11 1.514, H18 1.138, H19 1.108, H20 1.108
13 H -4.1276 -3.4191 -1.7561  C10 1.151
14 H -5.7076 -3.7480 -2.5657  C10 1.096
15 H -5.3848 -1.8848 -2.2966  C10 1.181
16 H -4.7992 -2.5410 -4.6209  C11 1.203
17 H -3.7848 -3.9083 -3.8582  C11 1.046
18 H -3.0372 -1.0282 -4.3895  C12 1.138
19 H -2.8266 -1.4565 -2.6748  C12 1.108
20 H -1.9731 -2.4744 -3.6379  C12 1.108

=====

2) The following is a DFT calculation (ωB97M-V/def2-TZVPD) of a cluster of 2 separate species, C5H14S in total.

The value obtained for the LUMO energy is 1.00 eV. Its SMILES is CCSC.CC. Its HOMO-LUMO gap is 9.481 eV. The highest occupied orbital energy comes out at -8.48 eV.

Bonds (Å) are listed after each position.
Element x y z (Å)
1 C -1.1346 -0.0128 -0.6293  C2 1.531, S4 1.820, H5 1.087, H6 1.092
2 C -1.3952 -1.2937 0.1669  C1 1.531, H7 1.085, H8 1.092, H12 1.095
3 C -0.4847 2.7111 -0.4583  S4 1.837, H9 1.088, H10 1.091, H11 1.087
4 S -1.3808 1.4102 0.4791  C1 1.820, C3 1.837
5 H -0.1424 0.0259 -1.0707  C1 1.087
6 H -1.8026 0.0770 -1.4880  C1 1.092
7 H -0.7185 -2.1165 -0.0369  C2 1.085
8 H -2.4371 -1.6124 0.0890  C2 1.092
9 H -1.0148 3.6428 -0.2709  C3 1.088
10 H 0.5565 2.8681 -0.1738  C3 1.091
11 H -0.4612 2.4967 -1.5241  C3 1.087
12 H -1.3585 -1.0518 1.2346  C2 1.095
13 C 2.9567 -2.0206 0.7413  C14 1.532, H15 1.089, H16 1.090, H17 1.090
14 C 2.4048 -1.7679 -0.6657  C13 1.532, H18 1.093, H19 1.088, H20 1.083
15 H 2.1901 -2.5292 1.3245  C13 1.089
16 H 3.8607 -2.6294 0.7219  C13 1.090
17 H 3.2259 -1.1130 1.2825  C13 1.090
18 H 2.0193 -2.7262 -1.0221  C14 1.093
19 H 3.1380 -1.4648 -1.4096  C14 1.088
20 H 1.5838 -1.0619 -0.6444  C14 1.083

=====

3) The following is a DFT calculation (ωB97M-V/def2-TZVPD) of a cluster of 2 separate species, C5H14S in total.

The value obtained for the LUMO energy is 0.92 eV. Its SMILES is CCC.CSC. Its HOMO-LUMO gap is 9.301 eV. The highest occupied orbital energy comes out at -8.38 eV.

Bonds (Å) are listed after each position.
Element x y z (Å)
1 C -1.3324 3.0682 1.6361  S2 1.803, H4 1.088, H5 1.075, H6 1.098
2 S -0.8789 3.9337 0.1207  C1 1.803, C3 1.750
3 C -0.9108 2.6661 -1.0861  S2 1.750, H7 1.099, H8 1.097, H9 1.091
4 H -1.7103 2.0630 1.4626  C1 1.088
5 H -2.1584 3.6458 2.0092  C1 1.075
6 H -0.4397 2.9060 2.2542  C1 1.098
7 H -1.9434 2.5210 -1.4318  C3 1.099
8 H -0.3212 3.0492 -1.9285  C3 1.097
9 H -0.3927 1.7745 -0.7302  C3 1.091
10 C 1.9748 -2.8361 -0.6911  C11 1.497, H13 1.096, H14 1.120, H15 1.110
11 C 0.8400 -1.8612 -0.6383  C10 1.497, C12 1.530, H16 1.076, H17 1.092
12 C -0.1125 -2.1373 0.5268  C11 1.530, H18 1.088, H19 1.146, H20 1.083
13 H 2.6153 -2.9842 0.1860  C10 1.096
14 H 2.7512 -2.7120 -1.4891  C10 1.120
15 H 1.6149 -3.8771 -0.8292  C10 1.110
16 H 0.3709 -1.8514 -1.6069  C11 1.076
17 H 1.1617 -0.8405 -0.4210  C11 1.092
18 H 0.4421 -2.5047 1.3878  C12 1.088
19 H -0.6385 -1.2027 0.9296  C12 1.146
20 H -0.9320 -2.8202 0.3391  C12 1.083

=====

Most stable to least stable, the ends of the list are 2) and 1).